--- A ---
Entry from OMol25: 2 unconnected molecules or ions with the total composition CH3NSi (wB97M-V/def2-TZVPD).

LUMO level: -2.37 eV
HOMO energy: -9.23 eV
orbital gap: 0.252 Eh

Geometry as XYZ:
```
6
Properties=species:S:1:pos:R:3:mulliken_charge:R:1
C 2.885 -0.070 -0.190 -0.346
N 1.723 0.062 -0.005 -0.365
Si -1.034 -0.003 0.026 0.641
H -1.944 0.233 1.259 0.006
H -0.870 1.156 -0.810 0.031
H -0.760 -1.378 -0.281 0.033
```

=====

--- B ---
Entry from OMol25: CH3NSi in the gas phase (wB97M-V/def2-TZVPD).

LUMO level (spin up / spin down): -0.26 / -0.18 eV
HOMO energy (spin up / spin down): -10.80 / -10.63 eV
orbital gap (spin up / spin down): 0.387 / 0.384 Eh

Geometry as XYZ:
```
6
Properties=species:S:1:pos:R:3:mulliken_charge:R:1
N -2.201 1.223 -0.907 -0.219
C -0.947 0.565 -0.448 0.051
Si 0.542 -0.304 0.226 0.365
H 0.509 -1.655 -0.330 -0.066
H 1.704 0.462 -0.223 -0.066
H 0.392 -0.292 1.681 -0.065
```

=====

It turns out A is the most stable, with the second structure 0.0022 hartree higher.

=====

--- A ---
Entry from OMol25: 2 unconnected molecules or ions with the total composition BrFS (wB97M-V/def2-TZVPD).

LUMO level (spin up / spin down): -4.66 / -4.70 eV
HOMO energy (spin up / spin down): -10.11 / -9.99 eV
orbital gap (spin up / spin down): 0.200 / 0.194 Eh

Geometry as XYZ:
```
3
Properties=species:S:1:pos:R:3:mulliken_charge:R:1
F -0.178 -0.112 -1.502 -0.498
S 0.609 0.140 1.347 0.300
Br -0.758 0.123 2.931 0.199
```

=====

--- B ---
Entry from OMol25: a molecular structure, BrFS (wB97M-V/def2-TZVPD).

LUMO level (spin up / spin down): -4.06 / -4.06 eV
HOMO energy (spin up / spin down): -10.34 / -10.33 eV
orbital gap (spin up / spin down): 0.231 / 0.231 Eh

Geometry as XYZ:
```
3
Properties=species:S:1:pos:R:3:mulliken_charge:R:1
F -2.056 0.059 0.000 -0.558
S 1.834 -0.655 0.000 0.010
Br 0.222 0.596 0.000 0.548
```

=====

It turns out B is the most stable, with the second structure 0.0320 hartree higher.

=====

--- A ---
Entry from OMol25: C7H10N2O3 in the gas phase (wB97M-V/def2-TZVPD).

LUMO level: 0.70 eV
HOMO energy: -8.41 eV
orbital gap: 0.335 Eh

Geometry as XYZ:
```
22
Properties=species:S:1:pos:R:3:mulliken_charge:R:1
C -0.706 1.136 0.298 -0.098
C -1.871 0.837 0.229 0.297
C 0.663 1.427 0.359 0.031
C 0.787 -0.980 -1.923 -0.678
C 1.630 0.793 -0.611 -0.570
C -3.276 0.541 0.113 -1.181
C 1.770 -1.472 0.301 -0.860
N 1.369 -0.613 -0.801 0.437
N 1.119 2.273 1.232 0.790
O 0.168 2.829 2.105 -0.451
O 2.282 2.657 1.392 -0.766
O 0.574 -2.333 -1.961 -0.370
H 0.655 3.476 2.647 0.370
H 1.532 1.278 -1.588 0.334
H 2.646 0.945 -0.230 0.435
H -3.431 -0.537 0.078 0.308
H -3.669 0.982 -0.803 0.308
H -3.818 0.951 0.964 0.303
H 1.354 -2.464 0.143 0.337
H 2.859 -1.540 0.344 0.293
H 1.398 -1.065 1.242 0.316
H 0.187 -2.536 -2.821 0.417
```

=====

--- B ---
Entry from OMol25: C7H10N2O3 in the gas phase (wB97M-V/def2-TZVPD).

LUMO level (spin up / spin down): -0.70 / -0.70 eV
HOMO energy (spin up / spin down): -8.24 / -8.24 eV
orbital gap (spin up / spin down): 0.277 / 0.277 Eh

Geometry as XYZ:
```
22
Properties=species:S:1:pos:R:3:mulliken_charge:R:1
C 1.931 -0.213 -1.671 -1.708
C 0.693 0.403 -1.067 0.855
C 1.071 1.425 -0.149 -0.584
C 0.942 1.336 1.188 -0.585
C 0.097 0.267 1.726 -0.651
C -1.113 -0.166 1.116 0.479
N -1.493 -1.453 1.417 -0.558
N -2.104 0.790 0.805 0.969
O -3.264 0.390 0.734 -0.642
O -1.786 1.971 0.616 -0.539
C -0.538 -0.211 -1.138 -0.192
O -0.611 -1.533 -1.493 -0.565
H 1.595 -0.718 -2.607 0.326
H 2.271 -0.937 -0.930 0.377
H 2.623 0.607 -1.919 0.457
H 1.840 2.136 -0.432 0.406
H 1.580 1.680 2.013 0.349
H 0.693 -0.389 2.308 0.394
H -2.381 -1.578 1.032 0.255
H -0.861 -2.242 1.234 0.267
H -1.461 0.312 -1.354 0.528
H 0.278 -1.879 -1.429 0.363
```

=====

It turns out A is the most stable, with the second structure 0.0099 hartree higher.

=====

--- A ---
Entry from OMol25: a molecular structure, C3HN2O2 (wB97M-V/def2-TZVPD).

total charge: +1
LUMO level: -6.66 eV
HOMO energy: -16.18 eV
orbital gap: 0.350 Eh

Geometry as XYZ:
```
8
Properties=species:S:1:pos:R:3:mulliken_charge:R:1
C 1.322 0.490 -0.105 0.115
C 1.010 -0.911 -0.041 0.586
C -0.575 0.918 -0.069 0.510
N 2.257 -0.481 0.020 -0.204
N -1.113 -0.286 0.013 0.046
O -0.721 2.073 -0.065 -0.186
O -0.165 -1.387 -0.139 -0.174
H -2.016 -0.415 0.387 0.306
```

=====

--- B ---
Entry from OMol25: a molecular structure, C3HN2O2 (wB97M-V/def2-TZVPD).

total charge: +1
LUMO level: -6.52 eV
HOMO energy: -16.12 eV
orbital gap: 0.353 Eh

Geometry as XYZ:
```
8
Properties=species:S:1:pos:R:3:mulliken_charge:R:1
C 3.580 -0.300 0.462 0.165
C 3.856 -2.461 1.446 0.639
C 0.772 -0.113 0.131 0.443
N 3.978 -1.369 0.858 -0.029
N -0.270 0.259 -0.217 -0.200
O 1.777 -0.623 0.443 -0.301
O 3.989 -3.368 2.089 -0.046
H -0.786 1.120 -0.255 0.329
```

=====

It turns out B is the most stable, with the second structure 0.1626 hartree higher.